Entry 1:
C2H4OTl as an isolated structure. Source: the OMol25 dataset; level of theory: wB97M-V/def2-TZVPD.

Atoms and positions in Å:
C 1.019 -0.427 0.901
C 1.124 -0.157 -0.419
O -2.205 0.696 -0.409
H 2.021 -0.645 1.328
H 2.012 0.273 -0.920
H -3.010 1.211 -0.529
Tl -1.342 -0.349 1.233
H 0.380 -0.602 -1.186

Results
Largest force on an atom in eV/A: 2.2
Energy above the lowest of the compared OMol25 structures with the same formula, charge and spin in kJ/mol: 0.0
Orbital gap in eV: 5.849
Net charge: -1
LUMO in eV: 3.80

=====

Entry 2:
A 2-piece molecular cluster, C4H12N2O3 overall. Source: the OMol25 dataset; level of theory: wB97M-V/def2-TZVPD.

Atoms and positions in Å:
C 1.091 2.170 -0.130
C 1.902 -0.671 -0.394
N 0.817 -0.191 0.453
O 1.128 1.230 0.914
H 0.839 -0.663 1.356
H 0.088 2.226 -0.565
H 1.344 3.143 0.295
H 1.748 2.043 -0.995
H 2.884 -0.362 -0.022
H 1.861 -1.759 -0.422
H 1.743 -0.274 -1.395
C -1.281 -2.246 -0.096
C -1.238 -0.747 -0.276
N -2.197 1.176 0.807
O -1.931 -0.195 0.882
O -1.259 -0.166 -1.339
H -1.448 1.652 1.307
H -2.168 1.436 -0.182
H -2.256 -2.598 -0.432
H -0.517 -2.706 -0.720
H -1.152 -2.499 0.953

Results
Largest force on an atom in eV/A: 3.4
Energy above the lowest of the compared OMol25 structures with the same formula, charge and spin in kJ/mol: 484.7
Orbital gap in eV: 9.948
LUMO in eV: 0.79

=====

Entry 3:
C36H36BaN4OP2S2 as an isolated structure. Source: the OMol25 dataset; level of theory: wB97M-V/def2-TZVPD.

Atoms and positions in Å:
Ba -1.202 -2.730 1.476
N -2.649 0.097 5.486
C -2.336 -0.333 4.202
S -1.044 -1.508 4.126
N -3.075 0.186 3.278
N -2.694 -0.035 1.946
C -3.547 -0.661 1.235
C -4.699 -1.477 1.712
C -5.907 -0.961 2.159
C -6.912 -1.815 2.587
C -6.698 -3.190 2.571
C -5.496 -3.719 2.129
C -4.494 -2.859 1.693
O -3.287 -3.307 1.284
H -2.416 -0.576 6.199
H -3.570 0.500 5.555
H -3.336 -0.659 0.165
H -6.053 0.111 2.193
H -7.850 -1.412 2.942
H -7.478 -3.859 2.912
H -5.315 -4.785 2.119
C 3.502 2.825 -3.470
S 3.849 3.480 -1.828
C 2.201 3.645 -1.103
C 1.691 2.473 -0.267
C 1.473 1.225 -1.100
N 0.844 0.088 -0.402
P -0.366 -0.795 -1.207
C 0.382 -1.175 -2.826
C 1.168 -2.324 -2.887
C 1.891 -2.635 -4.028
C 1.819 -1.803 -5.137
C 1.026 -0.665 -5.097
C 0.315 -0.353 -3.948
C -1.629 0.440 -1.612
C -1.832 1.550 -0.803
C -2.913 2.393 -1.031
C -3.797 2.130 -2.063
C -3.603 1.016 -2.875
C -2.528 0.176 -2.647
P 1.632 -0.810 0.836
C 3.315 -1.104 0.210
C 3.612 -2.413 -0.169
C 4.835 -2.737 -0.741
C 5.781 -1.743 -0.940
C 5.507 -0.435 -0.561
C 4.288 -0.122 0.017
C 1.836 0.382 2.196
C 2.996 0.441 2.959
C 3.064 1.265 4.076
C 1.965 2.027 4.440
C 0.793 1.951 3.698
C 0.725 1.128 2.588
H 4.380 3.015 -4.084
H 2.663 3.354 -3.923
H 3.295 1.757 -3.490
H 1.495 3.892 -1.901
H 2.259 4.530 -0.469
H 0.749 2.765 0.208
H 2.385 2.282 0.550
H 2.420 0.885 -1.526
H 0.833 1.473 -1.954
H 1.231 -2.983 -2.028
H 2.504 -3.525 -4.052
H 2.376 -2.045 -6.032
H 0.964 -0.016 -5.961
H -0.301 0.539 -3.925
H -1.173 1.733 0.036
H -3.070 3.244 -0.383
H -4.642 2.783 -2.231
H -4.292 0.804 -3.681
H -2.397 -0.694 -3.281
H 2.874 -3.192 -0.015
H 5.045 -3.758 -1.025
H 6.736 -1.988 -1.385
H 6.239 0.345 -0.720
H 4.095 0.901 0.308
H 3.860 -0.154 2.691
H 3.975 1.304 4.657
H 2.014 2.664 5.313
H -0.085 2.504 4.002
H -0.217 1.053 2.054

Results
Largest force on an atom in eV/A: 2.5
Energy above the lowest of the compared OMol25 structures with the same formula, charge and spin in kJ/mol: 4.0
Orbital gap in eV: 7.036
LUMO in eV: -0.25

=====

Entry 4:
C8H14N2O4SY as an isolated structure. Source: the OMol25 dataset; level of theory: wB97M-V/def2-TZVPD.

Atoms and positions in Å:
Y 0.197 0.928 1.056
O -3.316 2.987 1.148
S -2.123 2.200 1.131
O -0.849 2.947 0.737
O -2.102 1.028 0.189
O -1.713 1.564 2.430
C -4.221 -1.280 1.230
C -3.198 -1.271 2.357
C -1.828 -1.406 1.869
N -0.728 -1.434 1.535
H -5.213 -1.125 1.654
H -4.222 -2.229 0.693
H -4.010 -0.481 0.524
H -3.359 -2.078 3.078
H -3.202 -0.325 2.904
C 2.742 -0.384 4.929
C 2.102 -0.478 3.545
C 3.085 -1.106 2.562
C 1.601 0.869 3.020
H 3.088 -1.350 5.309
H 2.040 0.034 5.654
H 3.607 0.287 4.899
H 1.247 -1.166 3.634
H 3.957 -0.455 2.439
H 2.660 -1.238 1.564
H 3.452 -2.084 2.890
H 2.469 1.548 2.939
H 0.953 1.343 3.777
N 2.174 0.001 -1.781
C 1.513 0.289 -0.876

Results
Largest force on an atom in eV/A: 1.0
Orbital gap in eV: 7.864
Net charge: -1
LUMO in eV: 2.83

=====

Entry 5:
One molecule with the formula C4H6O2. Source: the OMol25 dataset; level of theory: wB97M-V/def2-TZVPD.

Atoms and positions in Å:
C -1.209 -0.352 1.306
C -0.085 -0.653 0.345
O 0.216 -1.782 0.018
C 0.659 0.541 -0.235
C 0.977 0.360 -1.708
O 1.110 1.287 -2.469
H -2.082 -0.070 0.703
H -0.971 0.497 1.957
H -1.450 -1.237 1.901
H 0.136 1.492 -0.089
H 1.617 0.611 0.303
H 1.081 -0.694 -2.032

Results
Largest force on an atom in eV/A: 0.6
Energy above the lowest of the compared OMol25 structures with the same formula, charge and spin in kJ/mol: 73.7
Orbital gap in eV: 10.516
LUMO in eV: 0.73

=====

Entry 6:
A 2-piece molecular cluster, C3H6F3NO3 overall. Source: the OMol25 dataset; level of theory: wB97M-V/def2-TZVPD.

Atoms and positions in Å:
C 0.370 0.796 -0.533
C -1.042 -2.003 3.183
C -2.150 -2.590 2.131
N -0.924 0.547 0.094
O 1.422 0.880 0.474
O -0.568 -0.867 2.736
O -0.723 -2.574 4.227
F -2.124 -2.110 0.889
F -2.016 -3.966 2.057
F -3.374 -2.410 2.568
H 0.227 1.796 -1.048
H 0.644 -0.106 -1.069
H -1.559 0.038 -0.411
H 0.900 0.794 1.372
H -0.654 -0.507 1.806
H -1.316 1.482 0.445

Results
Largest force on an atom in eV/A: 4.9
Energy above the lowest of the compared OMol25 structures with the same formula, charge and spin in kJ/mol: 0.0
Orbital gap in eV: 11.221
LUMO in eV: 0.41

=====

Which electronic energy belongs to each record? In order, -8877.2955, -13461.2776, -86868.0992, -31576.1042, -8339.6969, -18992.6167 eV.